1.
{
  "formula": "H12O6",
  "method": "wB97M-V/def2-TZVPD",
  "species": ["O", "H", "H", "O", "H", "H", "O", "H", "H", "O", "H", "H", "O", "H", "H", "O", "H", "H"],
  "xyz": [[-16.32565, 13.21618, 3.32178], [-16.51263, 12.29794, 3.12655], [-16.93282, 13.44002, 4.02710], [-17.30467, 13.76634, 5.05419], [-16.84185, 14.50925, 5.44166], [-17.42831, 13.15532, 5.78054], [-18.43284, 15.62330, 4.16975], [-17.93638, 16.15864, 3.55076], [-17.97047, 14.78536, 4.18700], [-17.01107, 11.14703, 2.50199], [-17.60650, 10.95186, 3.22561], [-16.43244, 10.38595, 2.45540], [-15.13363, 14.64699, 2.51817], [-14.52745, 14.67539, 3.25843], [-15.67922, 13.87821, 2.68412], [-16.53569, 11.58475, 0.45493], [-16.66895, 11.57401, 1.40275], [-16.92509, 10.76578, 0.14853]],
  "forces_ev_per_a": [[-1.58, -6.00, -0.57], [0.72, 0.58, -0.11], [0.70, -0.32, -1.44], [-2.29, 0.42, 7.83], [0.31, 0.60, 0.13], [-0.26, -0.39, 0.25], [-0.40, 1.05, -0.28], [0.01, 0.27, -0.34], [-1.03, 0.69, -0.68], [-1.85, -4.14, 4.47], [-0.70, -0.09, 0.30], [0.39, -0.57, 0.01], [4.30, 5.76, -2.37], [0.26, 0.08, -0.09], [0.38, 0.19, -1.07], [1.19, 0.48, -3.34], [-0.02, 1.42, -2.39], [-0.11, -0.04, -0.29]],
  "nbo_charge": [-0.96, 0.45, 0.44, -0.86, 0.53, 0.51, -0.96, 0.48, 0.45, -0.87, 0.51, 0.51, -1.01, 0.42, 0.44, -0.96, 0.44, 0.44],
  "charge": 0,
  "max_force_ha_per_bohr": 0.15881,
  "gap_ev": 8.19,
  "homo_energy_ha": -0.3243,
  "lumo_energy_ev": -0.64,
  "e_above_lowest_kcal_mol": 176.29
}


2.
{
  "formula": "C20H39AgBr3FN2O6",
  "method": "wB97M-V/def2-TZVPD",
  "species": ["Ag", "C", "C", "C", "O", "C", "N", "H", "H", "H", "H", "H", "H", "H", "H", "H", "H", "H", "H", "C", "C", "C", "O", "C", "N", "H", "H", "H", "H", "H", "H", "H", "H", "H", "H", "H", "H", "C", "O", "H", "H", "H", "C", "C", "C", "O", "C", "O", "O", "H", "H", "H", "H", "H", "H", "F", "C", "C", "C", "C", "C", "C", "H", "H", "H", "H", "H", "C", "Br", "Br", "Br", "H"],
  "xyz": [[1.88418, 3.31711, 1.31282], [-4.38182, 2.62994, 1.13237], [-2.98769, 2.28527, 1.60366], [-2.85584, 0.98824, 2.35053], [-3.43439, -0.01826, 1.56334], [-2.89091, -1.30201, 1.78952], [-2.06651, 2.19432, 0.38075], [-1.77598, 3.12327, 0.08853], [-1.18183, 1.66831, 0.63120], [-2.50611, 1.71100, -0.40421], [-4.60807, 2.14224, 0.18134], [-4.40666, 3.69176, 0.86502], [-5.14899, 2.40120, 1.86144], [-2.49926, 3.05326, 2.20530], [-3.30910, 1.06576, 3.34236], [-1.78092, 0.77710, 2.47717], [-2.66086, -1.48508, 2.84134], [-1.92793, -1.41699, 1.26231], [-3.56976, -2.04564, 1.38617], [1.31130, 1.30164, -3.07258], [1.33606, 2.63208, -3.78538], [0.76038, 2.62372, -5.18667], [0.67096, 3.92205, -5.66532], [1.57524, 4.24263, -6.76415], [0.39633, 3.56576, -2.99089], [-0.55238, 3.18330, -3.04964], [0.57345, 3.52406, -1.97359], [0.42157, 4.55173, -3.27469], [1.99987, 0.60928, -3.55728], [0.33389, 0.81806, -3.01020], [1.69741, 1.42162, -2.05502], [2.29984, 3.13190, -3.72570], [-0.23538, 2.16488, -5.24063], [1.42961, 1.94084, -5.73294], [1.38429, 5.28408, -6.99094], [1.37062, 3.57708, -7.59950], [2.61864, 4.13231, -6.45661], [0.68547, 0.23919, 0.71604], [0.60536, 1.63528, 0.81475], [-0.32062, -0.21722, 0.62907], [1.36315, -0.12495, -0.07324], [1.05051, -0.22364, 1.64460], [1.41765, -2.52443, 4.18639], [1.39233, -1.33186, 5.09799], [0.06955, -1.11732, 5.87898], [0.46836, -0.96686, 7.22240], [1.80897, -1.24379, 7.35399], [2.38908, -1.23067, 8.36876], [2.35294, -1.51550, 6.13335], [1.16686, -3.46811, 4.67388], [2.39342, -2.58205, 3.70660], [0.68503, -2.47705, 3.36571], [1.62067, -0.45127, 4.48659], [-0.55455, -2.00958, 5.75460], [-0.47335, -0.24889, 5.51258], [-1.93476, -3.96499, 0.38048], [-1.37387, -4.19615, -0.75671], [-0.79824, -3.07971, -1.43915], [-0.15195, -3.28485, -2.60968], [-0.13949, -4.60558, -3.13847], [-0.75703, -5.70677, -2.46840], [-1.35192, -5.50428, -1.27379], [-0.80177, -2.11846, -0.93769], [0.35310, -2.47687, -3.11591], [0.27103, -4.71773, -4.13661], [-0.66248, -6.68875, -2.91164], [-1.81374, -6.31197, -0.71755], [4.73414, -0.86333, 0.24315], [4.20449, -1.99642, 1.70971], [3.69252, -1.19105, -1.38583], [6.58260, -1.01770, -0.11511], [4.54328, 0.17549, 0.46091]],
  "forces_ev_per_a": [[-0.14, -0.81, 0.15], [0.30, 0.87, -0.74], [0.31, -0.05, -0.13], [0.52, -0.36, -0.12], [-0.17, -0.11, -0.25], [0.63, -0.16, -0.11], [0.22, -0.64, 0.30], [-0.12, -0.01, -0.05], [0.29, 0.80, -0.10], [-0.26, 0.06, 0.22], [-0.14, -0.47, 0.30], [-0.24, 0.01, 0.37], [-0.03, 0.01, 0.09], [-0.35, 0.15, 0.10], [-0.11, 0.00, -0.02], [-0.07, 0.06, 0.23], [-0.39, -0.06, 0.08], [-0.13, 0.13, 0.02], [-0.22, 0.03, 0.20], [0.72, -0.15, 0.39], [-1.23, 0.35, 0.53], [0.63, -0.59, -0.26], [0.47, 0.32, -0.37], [-0.18, -0.15, 0.60], [-0.19, -0.30, 1.27], [-0.02, 0.40, -0.56], [0.44, 0.04, -0.48], [-0.10, -0.25, -0.47], [-0.05, 0.03, -0.11], [-0.12, 0.23, -0.21], [-0.10, -0.10, 0.01], [0.14, -0.15, -0.24], [0.00, -0.08, 0.36], [-0.12, 0.38, -0.38], [-0.05, -0.02, -0.25], [-0.07, 0.17, -0.15], [-0.06, -0.04, 0.07], [0.69, -0.37, 0.78], [-0.68, 0.79, -0.43], [0.09, 0.18, -0.48], [-0.38, 0.13, -0.03], [0.18, 0.12, 0.00], [-0.33, -0.60, -0.68], [-0.57, -0.02, 0.15], [0.41, -0.68, -0.64], [0.27, 0.04, -0.14], [-0.73, 0.21, -0.60], [0.42, -0.06, 0.58], [-0.12, 0.27, -0.18], [0.35, 0.11, 0.35], [0.01, -0.25, 0.18], [0.03, 0.49, 0.15], [0.31, 0.16, 0.35], [-0.10, 0.12, 0.27], [-0.05, 0.17, 0.26], [-0.11, -0.11, 0.26], [0.18, 0.37, -0.58], [0.24, 0.23, 0.61], [-0.11, -0.47, 0.23], [-0.30, 0.33, -0.55], [0.86, 0.23, -0.57], [-0.46, -0.51, 0.51], [-0.16, -0.05, -0.06], [-0.01, -0.04, -0.13], [0.13, -0.35, 0.15], [-0.21, -0.04, 0.02], [0.00, 0.08, 0.05], [-0.01, -0.08, -0.11], [-0.10, 0.30, -0.33], [-0.04, -0.14, 0.09], [0.39, -0.06, -0.10], [-0.16, -0.03, 0.33]],
  "lowdin_spin": [0.00, 0.00, 0.00, 0.00, 0.00, 0.00, 0.00, 0.00, 0.00, 0.00, 0.00, 0.00, 0.00, 0.00, 0.00, 0.00, 0.00, 0.00, 0.00, 0.00, 0.00, 0.00, 0.00, 0.00, 0.00, 0.00, 0.00, 0.00, 0.00, 0.00, 0.00, 0.00, 0.00, 0.00, 0.00, 0.00, 0.00, 0.00, 0.00, 0.00, 0.00, 0.00, 0.00, 0.00, 0.00, 0.00, 0.00, 0.00, 0.00, 0.00, 0.00, 0.00, 0.00, 0.00, 0.00, 0.11, 0.24, 0.10, 0.06, 0.33, 0.07, 0.07, 0.00, 0.00, 0.01, 0.00, 0.00, 0.00, 0.00, 0.00, 0.00, 0.00],
  "charge": 3,
  "max_force_ha_per_bohr": 0.02687,
  "spin_multiplicity": 2,
  "gap_ev": [6.53, 3.76],
  "homo_energy_ha": [-0.5834, -0.5834],
  "lumo_energy_ev": [-9.34, -12.12]
}